Entry 1:
Below is C21H39BBrCdIN4Si4Te as an isolated structure, with properties calculated with the ωB97M-V functional and the def2-TZVPD basis.

total charge: 0
E_HOMO: -7.6 eV
HOMO-LUMO gap: 7.89 eV

XYZ file:
```
73
Properties=species:S:1:pos:R:3:forces:R:3:mulliken_charge:R:1
Cd -0.14220 -1.30135 -0.30282 0.2 -0.4 -0.2 1.65
B -0.07488 -2.22312 3.23106 -0.3 0.3 0.3 -0.12
N 1.23350 -2.04413 2.41339 0.1 -0.1 -0.6 0.85
C 2.45131 -2.01492 2.94120 0.5 -0.2 0.3 -0.53
C 3.39950 -2.22524 1.94376 0.1 0.3 0.6 -0.79
C 2.64756 -2.33852 0.79264 -0.3 -0.1 -0.1 -0.86
N 1.34611 -2.25888 1.07604 -0.1 0.1 0.2 -0.02
N -1.35691 -1.68818 2.45920 0.2 -0.2 -0.3 0.91
C -2.49324 -1.35454 3.06116 -0.5 -0.1 0.4 -0.43
C -3.55232 -1.43598 2.16528 0.0 0.2 0.0 -0.78
C -2.94688 -1.80853 0.97310 0.0 0.0 0.1 -0.72
N -1.63321 -1.97191 1.15588 0.1 0.0 0.0 -0.59
H -0.22624 -3.41000 3.46283 -0.1 0.2 -0.1 -0.20
H 0.02443 -1.55095 4.24725 0.0 -0.3 -0.3 -0.21
H 2.57255 -1.90853 4.00667 0.0 0.1 0.0 0.48
H 4.47081 -2.23461 2.06240 -0.1 -0.1 -0.1 0.44
H 2.94063 -2.48516 -0.22870 0.2 0.0 -0.2 0.40
H -2.50204 -1.13401 4.11378 0.0 0.0 0.1 0.48
H -4.59579 -1.22707 2.34207 0.1 0.0 0.0 0.42
H -3.36463 -1.97410 -0.01003 0.0 0.1 0.1 0.44
C 0.70203 1.36498 1.99473 -0.3 0.0 0.4 -0.68
Si 1.50751 2.26426 0.57069 0.1 -0.1 -0.1 0.45
C 3.18448 1.48420 0.29568 0.1 0.1 -0.5 -1.01
C 1.70190 4.04106 1.10687 -0.1 0.1 -0.4 -1.20
Si 0.21789 2.17235 -1.39687 -0.1 0.1 -0.1 -0.41
Te 0.58712 -0.06995 -2.51646 -0.1 0.1 0.1 -0.56
Si -2.08430 2.52066 -0.98678 0.0 -0.3 -0.1 0.38
C -3.13684 1.38739 -2.04267 0.7 0.0 -0.3 -0.96
C -2.52014 2.16327 0.79408 0.1 -0.1 0.0 -0.67
C -2.52575 4.30084 -1.33099 0.5 0.1 0.1 -1.03
Si 0.98181 3.59212 -3.10276 -0.1 0.1 -0.3 0.39
C 0.61877 5.39741 -2.74619 0.1 0.2 0.3 -1.12
C 2.82163 3.37245 -3.31802 -0.1 0.0 0.3 -1.02
C 0.12117 3.11845 -4.70489 0.3 -0.4 0.3 -1.10
H 1.41205 1.25726 2.82503 0.0 0.1 -0.1 0.41
H 0.38349 0.35210 1.76380 -0.1 -0.2 -0.1 -0.25
H -0.18064 1.89683 2.36563 0.1 -0.1 0.0 0.39
H 3.99921 2.16356 0.53291 0.1 0.2 0.1 0.41
H 3.30948 1.16994 -0.74065 0.0 0.0 -0.1 0.27
H 3.30552 0.59582 0.89572 0.0 -0.4 0.3 0.22
H 2.17987 4.11178 2.07287 0.2 0.0 0.4 0.39
H 0.73240 4.52098 1.17055 -0.3 0.2 0.1 0.32
H 2.29605 4.61246 0.39895 0.1 0.1 -0.2 0.30
H -2.89307 0.34659 -1.80932 -0.2 0.0 0.0 0.17
H -2.88674 1.53326 -3.10290 -0.3 0.0 0.2 0.28
H -4.18916 1.58612 -1.86009 -0.2 -0.1 -0.1 0.36
H -2.20955 1.16582 1.10629 -0.1 -0.1 0.0 -0.15
H -3.59872 2.26247 0.92475 -0.1 -0.1 0.1 0.41
H -2.03390 2.86705 1.45644 0.1 0.3 0.2 0.33
H -2.26994 4.59516 -2.34418 0.1 0.0 -0.2 0.19
H -1.94323 4.92587 -0.64744 -0.1 0.1 -0.1 0.29
H -3.57496 4.51143 -1.18235 -0.4 0.0 0.1 0.41
H 0.62483 5.58097 -1.67100 0.0 0.1 0.1 0.30
H -0.36526 5.69169 -3.10317 -0.1 0.0 -0.1 0.35
H 1.36037 6.07183 -3.18406 0.0 -0.1 -0.1 0.41
H 3.31851 3.62440 -2.38442 0.2 0.1 0.1 0.27
H 3.22075 4.01031 -4.10400 0.0 0.0 -0.1 0.39
H 3.05199 2.33363 -3.52870 0.1 -0.2 -0.2 0.28
H -0.94973 3.27432 -4.63289 -0.2 0.1 -0.1 0.28
H 0.29382 2.05830 -4.92064 -0.1 0.1 0.0 0.30
H 0.51974 3.69191 -5.53659 0.0 0.2 -0.2 0.38
Br 0.10173 -7.59559 -2.59405 0.0 -0.1 -0.1 -0.19
C -0.11434 -7.01483 -0.81840 -0.2 -0.1 0.3 0.15
C -0.17692 -7.98388 0.17536 0.0 -0.5 -0.1 -0.36
C -0.34693 -7.61916 1.49467 0.0 0.3 0.2 -0.58
C -0.43105 -6.27307 1.83289 -0.1 -0.2 0.6 -0.71
C -0.36324 -5.30216 0.85566 -0.1 -0.2 0.0 0.57
C -0.24025 -5.67743 -0.47084 0.3 -0.1 -0.4 -0.44
I -0.18689 -4.20648 -1.93848 0.0 0.3 0.0 0.21
H -0.11780 -9.03809 -0.08752 0.0 0.3 0.0 0.37
H -0.41646 -8.37469 2.26774 0.0 0.0 -0.1 0.37
H -0.57531 -5.97900 2.87414 0.1 0.0 -0.3 0.36
H -0.42106 -4.26726 1.12571 -0.1 0.3 0.0 0.26
```
Forces are in eV/Å.

Entry 2:
Below is a 2-piece molecular cluster, C4N4Si overall, with properties calculated with the ωB97M-V functional and the def2-TZVPD basis.

total charge: 0
energy above the lowest of the compared OMol25 structures with the same formula, charge and spin: 49.0 kcal/mol
E_HOMO (alpha / beta): -12.9 / -9.9 eV
HOMO-LUMO gap (alpha / beta): 9.30 / 5.18 eV

XYZ file:
```
9
Properties=species:S:1:pos:R:3:forces:R:3:mulliken_charge:R:1
C -0.83908 1.82979 -1.49814 0.5 -1.6 0.2 0.30
C -1.11907 0.11375 1.03424 0.2 0.2 -0.1 0.29
C 0.16603 -1.25553 -1.44199 -0.3 0.1 -0.8 0.36
C 1.72553 -0.97735 1.87144 0.0 0.4 -0.2 0.11
N -1.07255 2.70418 -2.20568 -0.1 0.4 0.0 -0.31
N -1.42284 0.16088 2.15253 0.0 -0.1 -0.9 -0.30
N 0.52828 -2.12607 -2.11286 -0.1 0.4 0.5 -0.29
N 2.34471 -0.73352 2.82349 -0.1 -0.1 -0.2 -0.26
Si -0.31101 0.28387 -0.62304 0.0 0.4 1.6 0.10
```
Forces are in eV/Å.

Entry 3:
Below is a single C16H11FN4OS molecule, with properties calculated with the ωB97M-V functional and the def2-TZVPD basis.

total charge: 0
energy above the lowest of the compared OMol25 structures with the same formula, charge and spin: 39.4 kcal/mol
E_HOMO: -8.4 eV
HOMO-LUMO gap: 8.29 eV

XYZ file:
```
34
Properties=species:S:1:pos:R:3:forces:R:3:mulliken_charge:R:1
O -2.47893 0.21106 -2.24608 0.5 -3.0 1.0 -0.71
F 0.19785 6.50650 -1.86942 -1.0 2.0 -0.8 -0.30
N 0.06648 -1.42092 0.36806 0.1 -0.8 0.8 -0.43
N 0.31452 -4.29915 4.67452 0.4 1.1 -0.7 -0.60
S -0.59324 -3.69981 -0.71380 0.3 2.2 0.5 -0.18
C -1.44480 0.72084 -1.81466 -2.2 -0.7 -2.0 0.50
C -0.06302 -2.69260 0.64367 -0.1 -0.8 0.5 0.24
C -0.67617 -2.21915 -1.64822 -0.1 -1.1 0.0 -0.21
C -0.27346 -1.12663 -0.92020 -0.5 -2.6 -0.4 -0.42
C 0.04745 -5.06238 3.63650 -2.1 0.5 -1.4 -0.45
C 0.48333 -3.00514 4.36477 1.2 1.0 0.2 -0.27
C 1.43856 4.66439 -1.36218 -0.6 3.4 -2.1 -0.42
C -0.19668 -4.62185 2.29097 0.6 -1.0 1.3 -0.36
C 0.43894 -2.46911 3.08713 -0.1 0.7 -0.3 -0.36
C -0.86745 4.35670 -2.00869 0.6 1.6 -0.2 -0.86
C 1.64999 3.35625 -1.17560 1.3 0.2 0.1 -1.08
C 0.19632 5.21376 -1.83084 1.7 -4.1 2.3 0.22
C 0.10162 -3.32295 2.03898 -0.1 2.2 -1.9 0.85
C -0.61942 2.99840 -1.77629 -1.3 0.7 0.0 0.80
C 0.53891 2.56827 -1.27949 2.3 -3.6 0.4 0.68
N -1.55176 2.02558 -2.02256 0.7 3.6 0.4 -0.14
N -0.27089 0.17328 -1.36870 -0.6 1.4 0.3 0.19
C 0.83378 1.05787 -1.01090 -1.0 1.7 -0.1 -0.55
H -1.07856 -2.39162 -2.64296 0.3 0.8 0.1 0.45
H -0.35488 -5.97967 3.94710 0.1 -1.8 -0.1 0.41
H 0.79995 -2.34304 5.16919 -0.4 -0.2 0.1 0.38
H 2.16257 5.45193 -1.51086 0.9 -0.3 0.7 0.35
H -0.61447 -5.23840 1.48745 0.3 -0.2 0.6 0.31
H 0.56411 -1.38432 2.81450 0.0 -1.3 0.8 0.35
H -1.77740 4.84235 -2.29540 -0.8 -0.5 -0.3 0.40
H 2.68906 2.97293 -1.07560 -1.0 0.1 0.4 0.34
H -2.44627 2.32746 -2.35389 -0.2 -0.3 -0.1 0.17
H 1.65724 0.79861 -1.63020 1.0 -0.4 -0.4 0.31
H 1.12670 1.03057 0.03370 -0.2 -0.7 0.2 0.37
```
Forces are in eV/Å.

Entry 4:
Below is a 5-piece molecular cluster, C26H58ClN2O13S4 overall, with properties calculated with the ωB97M-V functional and the def2-TZVPD basis.

total charge: +1
E_HOMO: -12.1 eV
HOMO-LUMO gap: 9.87 eV

XYZ file:
```
104
Properties=species:S:1:pos:R:3:forces:R:3:mulliken_charge:R:1
C -0.80852 1.43002 0.07071 -0.1 0.2 -0.1 -0.72
O -0.13030 0.35569 0.70122 -0.1 0.0 -0.2 -0.27
C 1.23971 0.19760 0.32629 0.4 -0.2 0.4 -0.80
C 1.46482 -1.10435 -0.44141 0.5 0.3 0.0 -0.60
C 2.30954 -2.12354 0.32866 0.1 0.2 -0.2 -0.55
C 2.58451 -3.39601 -0.48768 -0.3 -0.1 0.6 -0.77
C 1.65890 -4.58350 -0.16982 -0.3 0.0 -0.3 -0.84
C 0.24845 -4.16214 0.25394 0.0 -0.2 0.0 -0.63
C 0.11193 -4.06565 1.77908 -0.3 -0.1 0.0 -0.70
C -0.97650 -3.17508 2.27175 -0.5 0.1 0.4 0.55
C -1.72858 -3.24693 3.40861 0.4 -0.2 -0.5 -1.16
N -2.59966 -2.17704 3.39641 0.1 0.2 -0.3 -0.01
C -2.40164 -1.44535 2.29513 0.4 -0.1 0.1 0.02
C -3.12916 -0.22680 1.87609 -0.5 -0.4 -0.2 0.02
C -4.44068 -0.60015 1.13424 0.3 0.1 -0.4 0.52
C -4.27799 -0.50137 -0.37339 0.0 0.2 0.2 -1.56
Cl -5.72083 0.55107 1.59746 0.0 0.0 0.3 -0.28
N -1.42117 -2.04230 1.61499 -0.4 -0.1 0.2 0.65
H -0.27426 1.79031 -0.80618 0.1 0.0 0.0 0.45
H -1.79466 1.09786 -0.25678 0.1 0.0 -0.2 0.08
H -0.95638 2.25492 0.76897 0.1 0.1 0.0 0.30
H 1.83483 0.16116 1.24126 -0.1 0.1 0.1 0.21
H 1.61131 1.05856 -0.22596 -0.2 0.1 -0.1 0.52
H 0.49512 -1.49791 -0.74780 0.0 0.0 -0.2 0.45
H 2.02820 -0.87977 -1.34864 -0.2 0.0 -0.2 0.39
H 1.86019 -2.33560 1.29863 0.0 0.0 0.0 0.29
H 3.25358 -1.62338 0.54968 0.1 0.0 0.0 0.44
H 3.60925 -3.72009 -0.32315 0.1 0.0 -0.2 0.35
H 2.45277 -3.13196 -1.53600 0.2 -0.1 -0.1 0.37
H 2.06611 -5.25088 0.59048 0.2 0.1 0.1 0.34
H 1.58232 -5.18278 -1.07628 0.0 -0.1 0.0 0.33
H 0.00321 -3.23622 -0.26475 -0.1 0.0 0.2 0.10
H -0.48597 -4.89100 -0.08784 0.0 0.0 -0.1 0.53
H -0.12096 -5.06869 2.13590 0.1 0.0 0.2 0.52
H 1.04241 -3.77131 2.26018 0.1 0.0 -0.1 0.44
H -1.67978 -3.97624 4.19551 -0.2 0.0 0.1 0.45
H -3.27583 -1.95375 4.10829 0.0 0.0 0.0 0.24
H -2.49609 0.32002 1.18203 -0.1 0.1 0.4 -0.78
H -3.36757 0.38625 2.73982 0.2 0.1 0.1 0.61
H -4.77179 -1.59999 1.40566 -0.1 0.0 0.2 0.44
H -5.16375 -0.85600 -0.88750 0.0 -0.1 -0.1 0.52
H -4.15673 0.55151 -0.62454 0.0 0.0 -0.2 0.33
H -3.39005 -1.03142 -0.72031 0.0 -0.2 0.0 0.22
H -1.05810 -1.66107 0.75157 0.2 0.2 0.1 -0.04
O 4.20756 1.92341 0.69029 -0.1 0.0 -0.1 -0.57
S 4.94776 2.67118 1.66754 0.2 0.0 0.1 1.18
O 5.41336 3.97986 1.33600 -0.1 0.0 -0.1 -0.61
O 6.14508 1.78198 2.18669 0.0 0.0 0.0 -0.28
C 7.03374 1.19243 1.19579 0.3 -0.2 -0.3 -0.35
C 8.00476 2.18285 0.59740 -0.4 0.3 0.0 -0.95
C 4.04893 2.74189 3.17759 -0.1 0.0 0.0 -1.01
H 6.43169 0.70505 0.42789 -0.1 0.1 0.0 0.28
H 7.56264 0.41464 1.74204 -0.1 0.0 0.1 0.28
H 7.48486 2.92325 -0.01053 0.0 0.0 0.0 0.36
H 8.72005 1.66062 -0.02987 0.1 -0.1 0.0 0.43
H 8.54382 2.71242 1.38088 0.1 -0.1 0.0 0.20
H 3.71764 1.74098 3.43915 0.0 0.0 0.0 0.31
H 3.19796 3.39737 3.00650 0.0 0.0 0.0 0.38
H 4.69585 3.15535 3.94598 0.0 0.0 0.0 0.36
O -5.53703 -0.04201 -3.23478 0.1 0.0 0.1 -0.58
S -6.52196 -0.33717 -4.24017 -0.1 0.1 -0.1 1.23
O -6.72379 -1.70035 -4.62102 0.0 -0.1 0.1 -0.64
O -6.21484 0.54102 -5.51958 0.0 0.0 0.0 -0.31
C -4.87659 0.49615 -6.07222 0.3 0.0 -0.1 -0.31
C -4.60929 -0.76731 -6.86172 -0.1 -0.1 0.1 -0.98
C -8.05995 0.39805 -3.81665 0.0 0.0 0.0 -1.00
H -4.15456 0.63154 -5.26604 -0.1 0.0 0.1 0.28
H -4.82174 1.37185 -6.71446 -0.1 0.0 0.0 0.27
H -4.59188 -1.64509 -6.21782 0.0 0.0 0.0 0.29
H -3.64395 -0.68602 -7.36150 0.0 0.0 0.0 0.39
H -5.38467 -0.92105 -7.61107 0.0 0.0 0.0 0.27
H -7.89500 1.43835 -3.55174 0.0 0.0 0.0 0.33
H -8.45526 -0.15458 -2.96690 0.0 0.0 0.0 0.36
H -8.72986 0.30926 -4.66707 0.0 0.0 0.0 0.39
O -11.76296 -0.20946 -1.04349 0.0 0.0 -0.1 -0.66
S -11.69062 1.12578 -0.53069 0.0 0.0 0.2 1.30
O -10.74870 2.03969 -1.10362 0.0 0.0 -0.1 -0.60
O -11.46462 1.05125 1.04130 0.0 0.1 0.0 -0.28
C -10.36967 0.22301 1.49631 0.3 -0.3 0.1 -0.55
C -9.02317 0.87925 1.28287 0.0 0.1 -0.2 -0.71
C -13.28391 1.86135 -0.50116 -0.1 0.0 0.0 -1.01
H -10.42896 -0.74467 0.99657 -0.1 0.0 -0.1 0.35
H -10.56340 0.06056 2.55419 -0.1 0.1 0.0 0.31
H -8.80288 0.98060 0.22086 0.0 0.0 0.0 0.29
H -8.22325 0.28307 1.72412 -0.3 0.0 0.1 0.29
H -9.00759 1.87882 1.71848 0.0 0.0 0.1 0.30
H -13.98044 1.16918 -0.03734 0.0 0.0 0.0 0.33
H -13.56060 2.04954 -1.53597 0.0 0.0 0.0 0.38
H -13.22563 2.79454 0.05189 0.0 0.0 0.0 0.33
O 11.00724 1.71379 0.47070 0.1 0.0 0.0 -0.58
S 12.17177 2.52878 0.66923 0.1 0.0 0.1 1.20
O 12.85942 3.05193 -0.46849 -0.1 0.0 -0.1 -0.61
O 13.18684 1.74536 1.59912 0.0 0.0 0.0 -0.29
C 13.55514 0.39888 1.20868 0.1 -0.4 -0.1 -0.33
C 14.54990 0.36936 0.06838 -0.1 0.2 -0.1 -0.97
C 11.80538 3.83585 1.78485 0.0 0.0 0.0 -1.00
H 12.65061 -0.16222 0.97123 -0.1 0.1 0.0 0.30
H 13.98569 -0.03358 2.10887 0.0 0.1 0.1 0.28
H 14.10780 0.73450 -0.85695 0.0 0.0 0.0 0.29
H 14.88853 -0.65426 -0.09172 0.0 0.0 0.0 0.39
H 15.41093 0.99685 0.29566 0.0 0.0 0.0 0.27
H 11.30728 3.42528 2.65850 0.0 0.0 0.0 0.31
H 11.15020 4.52480 1.25613 0.0 0.0 0.0 0.38
H 12.73412 4.32953 2.05636 0.0 0.0 0.0 0.36
```
Forces are in eV/Å.

- The highest total charge belongs to which entry?
  C26H58ClN2O13S4

- What is the total charge in the third record?
  0

- What is the total charge in the third record?
  0